1.
ORCA calculation (the ωB97M-V functional and the def2-TZVPD basis) on a 2-piece molecular cluster, C14H35N3O4P overall.

The value obtained for the LUMO energy is -2.46 eV. For the HOMO-LUMO gap, the calculation gives 7.68 eV. The net charge is +1.

Atoms and positions in Å:
1 O -0.8835 5.2705 -1.1247
2 H -1.6759 0.5329 -2.3943
3 C -2.5340 0.6687 -1.7408
4 C 4.1101 -5.3936 1.1453
5 H -3.6524 2.5695 0.3381
6 H 2.5660 -1.4011 2.4416
7 H 3.9665 -0.3174 -0.9722
8 H 3.4599 -6.0419 0.5573
9 C -3.1429 1.6220 0.4767
10 N -1.8700 0.2677 2.0248
11 O -2.0434 4.5148 1.0583
12 C -2.6927 1.4857 1.9003
13 H 1.9575 -2.6886 3.4695
14 H 1.7989 -4.2631 1.7233
15 H 4.7763 -1.2624 0.2687
16 C 3.7997 -1.0026 -0.1381
17 H 4.8971 -3.3972 1.1168
18 C -3.2387 1.9135 -3.8790
19 N 2.9511 -3.3941 0.2406
20 H -0.3351 5.9879 -0.7849
21 H -2.1322 2.3519 2.2592
22 C 4.2359 -4.0233 0.4976
23 H -0.0838 1.3726 1.9227
24 H -5.3153 1.6770 -1.5710
25 H -2.6306 3.3137 -1.5652
26 H -0.6939 -0.1225 -0.6075
27 C -0.5982 0.5773 1.3766
28 O -4.5349 2.1280 -1.8948
29 C 2.5922 -2.4788 2.6058
30 H 4.7382 -4.1427 -0.4654
31 H 0.4214 3.9658 1.4177
32 H -3.5844 1.4014 2.5156
33 H -2.3586 1.4494 -4.3105
34 H -2.7584 -0.3122 -1.3282
35 C -1.7327 2.8733 -1.1391
36 H -1.0336 2.7324 -1.9623
37 C -3.6987 1.2205 -2.5905
38 H 3.6095 -2.7549 2.8819
39 H 3.4943 -2.5725 -1.5663
40 C -0.7643 0.8370 -0.1062
41 H -3.0661 2.9682 -3.6737
42 H 0.0745 1.4216 -0.4692
43 C 3.0351 -2.2389 -0.6311
44 H -3.8743 0.8490 0.2648
45 H -1.6786 0.1693 3.0142
46 O 0.3331 3.7359 0.4838
47 H 0.0228 -0.3134 1.4719
48 H 1.1368 -2.8143 1.0490
49 H -4.0607 1.8860 -4.5881
50 H -4.2819 0.3547 -2.9043
51 P -1.1141 4.1580 -0.0162
52 C 2.0772 -3.2612 1.3896
53 H 3.2470 -0.4538 0.6254
54 H 3.7149 -5.3359 2.1601
55 N -2.0584 1.5143 -0.5815
56 H 2.0139 -1.9427 -0.8989
57 H 5.0925 -5.8613 1.2067

=====

2.
ORCA calculation (the ωB97M-V functional and the def2-TZVPD basis) on C14H36AlN4O5P2S as an isolated structure.

The value obtained for the LUMO energy is 2.01 eV. For the HOMO-LUMO gap, the calculation gives 5.22 eV. The net charge is -1.

Atoms and positions in Å:
1 H -3.4159 0.9636 -0.0320
2 H -5.0987 -0.8921 3.3076
3 O -5.4305 0.7562 -0.1836
4 S 3.5327 3.2367 -3.8399
5 H -0.0268 -5.4113 0.5401
6 H 0.5331 -2.5462 -3.6307
7 H 8.2991 1.5186 -4.4950
8 C 8.6103 3.3140 -6.3333
9 H -5.8599 -1.2262 1.7241
10 H -2.9310 0.4484 3.2320
11 C -6.6656 1.6048 7.3135
12 H 6.3718 4.7026 -4.5042
13 C 0.6766 -6.2354 0.3870
14 N -7.2825 1.4773 6.0098
15 H -8.8658 2.0083 4.7273
16 H -2.7084 -1.1476 2.4573
17 N -4.2101 0.0378 1.6471
18 H -0.7190 2.9542 -1.2076
19 H 3.1235 -5.3247 1.2772
20 N 7.9756 3.4936 -5.0443
21 H -7.2334 0.6524 4.1060
22 C -8.5123 2.1941 5.7453
23 O -5.6449 0.0466 5.2171
24 N 1.8445 -5.7354 -0.3077
25 H 7.8849 3.5421 -7.1194
26 C 3.1410 -5.8614 0.3244
27 C 7.4439 4.7963 -4.7024
28 C -4.3667 0.6182 0.4064
29 H 1.8610 -1.6415 -0.8883
30 C 1.6878 -5.1550 -1.5484
31 O 7.3392 2.5472 -3.0303
32 H 9.4603 3.9982 -6.4073
33 C 7.8622 2.4643 -4.1341
34 C -2.9136 -0.0882 2.2792
35 H 0.1947 -6.9994 -0.2307
36 H 1.1899 2.8133 0.1234
37 H -5.6562 2.0097 7.1919
38 H 4.0938 0.5518 -3.8080
39 H -9.2747 1.8627 6.4561
40 H 7.9394 5.1564 -3.7956
41 H 2.6387 -4.8096 -1.9868
42 P 3.5003 1.5059 -2.8886
43 O 0.6240 -5.0169 -2.1384
44 H 7.6069 5.5065 -5.5177
45 H 4.3720 1.5875 -1.7103
46 H -2.1246 0.3287 1.6469
47 H 3.3461 -6.9208 0.5025
48 H 0.4943 0.9603 -3.7479
49 O -0.5307 0.9727 0.1944
50 H 3.9299 -5.4445 -0.3079
51 H -6.0814 0.3619 2.4949
52 H -6.5945 0.6140 7.7724
53 H -7.2527 2.2668 7.9560
54 C -6.6817 0.6784 5.0603
55 H 8.9643 2.2870 -6.4587
56 C 1.2332 -1.1990 -1.7963
57 Al 1.3387 0.8033 -2.3816
58 H 0.9559 -6.6653 1.3528
59 C -5.3779 -0.4622 2.3418
60 H -8.3317 3.2653 5.8726
61 H -0.8371 -2.1165 -2.1873
62 P 0.2968 2.0305 -0.6972
63 C 0.2619 -2.0388 -2.6057

=====

3.
ORCA calculation (the ωB97M-V functional and the def2-TZVPD basis) on C14H36N2O6Rb as an isolated structure.

The value obtained for the LUMO energy is -3.99 eV. For the HOMO-LUMO gap, the calculation gives 6.53 eV. The net charge is +1.

Atoms and positions in Å:
1 H 6.7790 -15.4028 -23.1880
2 H 9.8758 -17.7022 -9.2649
3 Rb 8.0853 -12.0625 -17.7632
4 H 3.6084 -14.2515 -19.8914
5 C 3.4282 -13.7727 -20.8539
6 H 11.9849 -18.4768 -15.2852
7 H 13.9891 -18.4136 -14.1774
8 H 5.4136 -17.6190 -14.5818
9 O 11.6240 -17.6810 -10.2862
10 H 13.0057 -19.1495 -12.2964
11 C 6.4747 -14.4025 -22.8801
12 H 10.8112 -19.0873 -8.8803
13 O 12.4248 -16.4194 -15.2181
14 C 7.1378 -18.9708 -13.4589
15 H 14.5042 -18.8069 -11.5069
16 C 1.1191 -11.0709 -21.8121
17 H 4.6434 -15.1966 -22.6683
18 H 9.4084 -13.0755 -22.6049
19 C 13.0262 -18.1009 -10.3950
20 H 12.8306 -17.8731 -16.7524
21 C 8.5259 -13.3327 -23.1905
22 H 8.7170 -14.0648 -23.9752
23 N 13.7083 -17.1364 -12.5746
24 H 15.3719 -17.4020 -13.8739
25 C 5.3057 -14.6450 -22.0010
26 H 6.1644 -13.8919 -23.7917
27 O 1.8379 -12.3133 -21.8448
28 H 6.1729 -17.1706 -12.5852
29 H 0.2980 -11.0709 -22.5289
30 O 7.5432 -13.7136 -22.2570
31 H 1.6484 -13.0406 -19.9556
32 H 7.6572 -19.2456 -14.3770
33 H 7.7913 -19.3787 -12.6878
34 H 8.2925 -12.3250 -23.5343
35 H 14.3436 -16.2326 -15.7554
36 O 5.9631 -19.8141 -13.4171
37 H 11.3269 -17.5251 -8.2221
38 H 2.9319 -11.7996 -20.2104
39 H 0.8254 -10.8157 -20.7939
40 C 10.9036 -18.0226 -9.0947
41 C 6.8056 -17.5115 -13.4046
42 H 6.0066 -20.3856 -14.1872
43 H 11.0642 -17.5504 -16.2840
44 H 7.7306 -16.9546 -13.2555
45 H 12.7970 -16.7242 -12.7153
46 H 2.8877 -14.5592 -21.3805
47 H 4.3786 -12.9489 -22.5479
48 C 13.7851 -16.2790 -14.8205
49 N 4.6242 -13.4352 -21.6974
50 H 1.7208 -10.1904 -22.0373
51 H 13.2202 -19.0063 -9.8198
52 C 2.4255 -12.6714 -20.6248
53 C 13.5608 -18.3500 -11.8057
54 C 12.1051 -17.6399 -15.9731
55 O 6.2228 -17.1029 -14.6016
56 H 13.6380 -17.4098 -9.8151
57 H 13.9177 -15.3791 -14.2199
58 H 5.4226 -15.3997 -21.2232
59 C 14.2821 -17.4017 -13.8976

=====

4.
ORCA calculation (the ωB97M-V functional and the def2-TZVPD basis) on C14H37AgBrN3O4 as an isolated structure.

Its spin multiplicity is 2. The value obtained for the LUMO energy (alpha / beta) is -2.65 / -7.10 eV. For the HOMO-LUMO gap (alpha / beta), the calculation gives 8.72 / 4.27 eV. The net charge is +1.

Atoms and positions in Å:
1 C 14.6828 -2.2919 -9.8295
2 H 14.2418 -2.9355 -10.5973
3 C 15.0255 -2.5069 -17.2050
4 C 14.1817 -2.1396 -16.0248
5 H 14.7457 -5.9742 -6.3604
6 H 23.9344 1.0124 -8.0349
7 C 15.1144 -6.3197 -7.3286
8 H 14.3330 -6.7561 -7.9512
9 H 13.2810 3.1347 -14.4339
10 H 24.0626 -0.7380 -7.7770
11 H 15.7470 -7.1598 -7.0371
12 H 15.0774 -0.5013 -15.2375
13 Ag 17.0427 -2.6558 -14.7563
14 H 14.4865 -4.9299 -9.5091
15 H 17.4421 -2.6627 -10.0633
16 C 20.3603 -0.5580 -9.2169
17 H 14.4176 -2.9841 -17.9746
18 H 21.8550 -1.2862 -7.6999
19 H 17.2222 -5.0076 -17.1278
20 H 13.5788 -2.9515 -15.6249
21 N 16.9351 -3.5153 -9.7987
22 H 12.8460 0.1226 -12.8505
23 H 16.5234 -3.5638 -10.7429
24 C 13.4670 2.2909 -13.7581
25 C 21.6653 -0.4947 -8.4261
26 H 18.3143 -1.2109 -8.8864
27 C 15.7227 -3.1530 -9.0684
28 H 14.2886 2.6493 -13.1285
29 H 14.9824 -1.3164 -10.2124
30 H 12.3199 -0.4327 -14.4196
31 H 14.8491 -1.0976 -12.8987
32 O 15.9203 -3.4799 -16.6261
33 H 18.9612 -0.2799 -7.6344
34 O 15.8382 -5.2981 -8.0092
35 H 17.1540 -3.7037 -18.3168
36 H 20.1082 0.4160 -9.6296
37 O 13.8041 1.0984 -14.3901
38 C 14.9636 -4.4051 -8.6719
39 H 14.1875 -4.0801 -7.9686
40 H 15.8940 -4.8595 -18.2554
41 N 15.0265 -1.4948 -14.9908
42 C 13.1911 -0.0667 -13.8690
43 H 15.9483 -2.7050 -8.0952
44 C 19.2414 -1.0741 -8.3323
45 H 15.5727 -1.6452 -17.5925
46 H 12.5222 2.2934 -13.2053
47 C 23.9220 0.0370 -8.5332
48 C 14.2130 -1.2016 -13.7803
49 H 24.7812 0.0651 -9.2007
50 O 22.7463 -0.1817 -9.2913
51 H 13.6283 -2.0719 -13.4559
52 H 21.5185 0.4412 -7.8680
53 H 13.4841 -1.3644 -16.3703
54 H 19.5199 -1.9638 -7.7702
55 H 20.3229 -2.4455 -10.0216
56 C 16.5614 -4.2870 -17.6051
57 H 19.8272 -1.3761 -11.0796
58 Br 17.7299 -1.3613 -12.3332
59 N 20.5432 -1.4924 -10.3405
60 H 13.8112 -2.0499 -9.2128

=====

5.
ORCA calculation (the ωB97M-V functional and the def2-TZVPD basis) on a 3-piece molecular cluster, C14H37BO8P2 overall.

Its SMILES is CCCCB[C@@H](C)CC.COP(=O)(OC)OC.COP(=O)(OC)OC. The value obtained for the LUMO energy is 0.53 eV. For the HOMO-LUMO gap, the calculation gives 10.34 eV.

Atoms and positions in Å:
1 C 6.4594 2.8398 4.9043
2 H 6.9858 2.0856 5.4849
3 H -8.1339 -2.1853 -0.9218
4 H 4.9887 -1.4978 0.3730
5 H -5.1405 0.4273 -4.0938
6 H -5.8868 -2.1317 -2.8525
7 H 3.9968 -0.2657 -0.4444
8 H -9.4309 -3.2265 -1.4588
9 H -6.3340 -1.0834 -1.5285
10 H -0.8648 -2.4758 0.5611
11 H 5.3654 5.8945 1.2659
12 C -8.6822 -1.9577 -3.0432
13 H 6.2975 3.7202 5.5268
14 O 3.1101 -4.1989 0.6897
15 B -5.0863 -0.1609 -3.0483
16 H 5.5001 2.4360 4.5773
17 H 5.1666 -3.8748 0.8752
18 C 0.1088 -1.9952 0.4946
19 H 7.6864 5.1135 0.1310
20 H -3.1221 0.6500 -2.6947
21 H -7.7952 -3.6133 -1.9200
22 H -3.6071 -1.6302 0.3070
23 H 4.2273 -3.6907 2.3831
24 C -3.0704 -1.2656 -1.7883
25 H -8.6743 -2.6556 -3.8817
26 H 4.9235 6.7343 2.7615
27 H -9.6531 -1.4678 -2.9724
28 H 0.2412 -1.5887 -0.5091
29 H 4.4220 -0.0806 1.2718
30 O 2.9532 -1.4651 0.8970
31 O 5.9581 4.9992 3.0763
32 O 2.5494 -2.6987 -1.2936
33 C -3.6287 -2.1303 -0.6609
34 C -7.5950 -0.8916 -3.3228
35 C 5.0177 5.7605 2.2895
36 H 4.5028 -5.2993 1.6930
37 C -6.2497 -1.1176 -2.6176
38 H -5.2127 1.3675 -1.0651
39 C -8.4820 -2.7811 -1.7650
40 C -4.2414 0.8928 -0.8917
41 O 7.9563 3.6670 1.6187
42 H 9.3442 4.5603 0.4200
43 C -3.8269 0.0426 -2.1198
44 H -3.5305 1.7037 -0.7366
45 O 7.2863 3.1695 3.7919
46 H -3.0130 -3.0284 -0.5771
47 C 8.4072 4.8274 0.8986
48 H 8.5810 5.6639 1.5765
49 H -4.6501 -2.4723 -0.8309
50 H -7.9568 0.1048 -3.0585
51 C 4.3240 -4.2552 1.4549
52 O 1.0947 -2.9783 0.7953
53 H -2.0558 -0.9793 -1.4913
54 H 0.1512 -1.1895 1.2290
55 O 5.5896 2.7700 1.9131
56 H 4.0554 5.2532 2.2851
57 H -4.3275 0.3117 0.0235
58 C 4.1667 -0.7923 0.4915
59 H -2.9494 -1.8756 -2.6870
60 H -7.3727 -0.8734 -4.3917
61 P 2.5552 -2.8127 0.1665
62 P 6.6008 3.6915 2.4394

=====

6.
ORCA calculation (the ωB97M-V functional and the def2-TZVPD basis) on C14H37ClN19O9PS as an isolated structure.

The value obtained for the LUMO energy is -1.06 eV. For the HOMO-LUMO gap, the calculation gives 7.89 eV.

Atoms and positions in Å:
1 H 5.2851 3.7801 4.0101
2 O 6.7407 2.1154 5.1428
3 H -2.2309 -1.0279 -2.8622
4 C 0.7837 0.3164 -0.7270
5 H 2.1678 -0.8129 0.1507
6 N 1.2308 -0.9084 -0.2269
7 H -9.0468 3.8129 0.4699
8 N 2.0159 -2.1669 7.3528
9 H -1.7538 1.4492 -2.7628
10 N -0.1939 -2.8883 2.1399
11 O -1.7160 -1.7579 -0.6122
12 H 0.5669 -5.9144 2.9121
13 C 0.8306 2.7293 -0.8573
14 H 2.0389 -3.1723 5.0194
15 H 1.2633 -1.6316 -0.9362
16 H 5.7218 4.4127 -4.0764
17 O 4.2400 2.6226 -4.9300
18 C -1.3277 -7.6000 -0.5223
19 N -3.7722 0.5986 -0.3181
20 N 2.9143 -0.0589 -4.5301
21 N -0.0010 -5.0961 2.7888
22 N 1.3600 -2.4475 5.1554
23 O 0.3526 -0.9015 6.4734
24 N -0.5198 -6.6047 -0.0499
25 H 0.2263 -2.0606 1.7483
26 N 4.9296 4.2294 -3.4892
27 O -1.0945 -8.2059 -1.5517
28 H -7.1050 3.7445 -3.0679
29 C 4.0664 3.2571 -3.8880
30 H 4.8108 4.7590 -2.6465
31 N -5.1166 2.3189 0.4281
32 H 1.9161 -1.6925 8.2300
33 S 0.2840 4.9585 -1.4041
34 H 2.1338 2.0864 -5.5745
35 H 2.3524 2.3197 -3.3553
36 H 5.6895 0.5802 2.5655
37 H -4.5203 0.2252 -0.8710
38 O -7.9475 2.3474 -1.1989
39 C -0.8902 1.4660 -2.1124
40 H 3.1218 -0.9459 -4.1113
41 H -5.2337 3.1453 0.9827
42 H -0.3244 -2.1834 -2.5095
43 C 1.6051 0.2662 -4.6875
44 H -5.8954 1.9755 -0.1067
45 O 1.7966 -3.9614 1.9934
46 Cl 2.7304 1.5321 0.6891
47 C 1.3591 1.5045 -0.3767
48 C -0.3742 0.3215 -1.6011
49 H 0.4306 1.7599 -5.4112
50 C -0.2906 2.6969 -1.7315
51 H -7.6414 5.2603 -2.4336
52 H -3.0429 -8.5958 -0.0688
53 N 1.2723 3.9685 -0.5978
54 C 1.1852 -1.7784 6.3345
55 N -8.6735 4.3052 -0.3201
56 H -0.9700 -5.1283 3.0453
57 N -0.7010 3.9150 -2.1130
58 H -8.7746 5.3008 -0.3676
59 P -1.2109 -1.2634 -1.9219
60 H 0.7731 -2.1833 4.3847
61 N 5.3497 2.9010 3.5330
62 H -0.6921 -6.0936 0.7971
63 C 0.6114 -3.9718 2.2865
64 H 6.7484 0.0204 3.8116
65 C -8.0551 3.5606 -1.2838
66 H 3.6632 0.5556 -4.8151
67 N 6.1852 0.7506 3.4192
68 N -7.5652 4.2653 -2.3454
69 H 0.2920 -6.3801 -0.5940
70 H -1.1714 -2.8791 2.3638
71 O -2.9538 2.1636 1.1023
72 O 0.6881 -0.4622 -4.3219
73 N 3.0030 3.0323 -3.0771
74 H 4.8448 2.7710 2.6777
75 H 2.7106 -2.8823 7.2596
76 C -3.8879 1.7237 0.4502
77 H -2.8799 0.1332 -0.3118
78 N -2.4283 -7.8712 0.2501
79 H -2.6452 -7.3842 1.0976
80 N 1.3844 1.4834 -5.2684
81 C 6.1339 1.9356 4.1042
82 H 2.8375 3.5355 -2.2231

=====

7.
ORCA calculation (the ωB97M-V functional and the def2-TZVPD basis) on a 5-piece molecular cluster, C14H37N2O6S4 overall.

The value obtained for the LUMO energy is 2.08 eV. For the HOMO-LUMO gap, the calculation gives 6.08 eV. The net charge is -1.

Atoms and positions in Å:
1 C 2.6292 0.1682 -0.9302
2 C 2.9560 0.8358 0.4897
3 N -1.1538 -0.6534 -0.3794
4 H -3.8104 4.8736 -0.3618
5 S 0.7579 3.3850 5.3521
6 C 1.6555 -7.3619 -1.2344
7 C -0.6839 3.7065 1.1741
8 C -0.8450 -1.8117 -1.2616
9 H 1.0532 -2.8853 -1.7993
10 C 0.4846 5.0318 4.6637
11 H -4.3755 2.0733 -6.6206
12 C -4.3785 2.4792 -5.6078
13 H -0.2686 5.5383 5.2698
14 H 1.4129 5.6061 4.6872
15 O 1.2802 -5.2885 0.3970
16 H -3.3697 2.9692 -2.9803
17 H -5.3790 2.8451 -5.3684
18 H 2.9552 -1.5734 -2.0474
19 C 2.9027 -2.1205 -0.0185
20 O 4.0288 0.5276 1.2902
21 H -3.8724 1.5057 -2.1044
22 H 3.3827 -7.1366 0.9847
23 H 0.2925 3.2827 0.9225
24 H -1.7771 -2.5017 -1.2380
25 H -1.2903 0.1792 -0.9640
26 S 1.0830 -6.7675 0.3714
27 H 3.0405 0.8961 -1.7300
28 H 2.6667 -6.9990 -1.4291
29 H 2.8800 3.6047 4.2379
30 H 0.9813 -6.9808 -2.0028
31 H -3.6546 3.2937 -5.5440
32 H 3.2071 -3.1747 -0.3924
33 H -5.1026 2.5316 -2.8838
34 H -2.8717 5.5405 0.9957
35 H 2.3766 -8.5949 1.2417
36 H -3.5013 3.8663 1.0739
37 C -4.0836 2.1455 -2.9605
38 H 1.6380 -8.4535 -1.2487
39 H -0.7542 -1.4966 -2.3708
40 O -5.0126 0.1519 -4.4693
41 C 2.4185 -7.5083 1.3366
42 H 0.0191 -3.7594 -0.5751
43 H 3.5167 -1.9445 0.9288
44 H 1.4769 0.1670 -1.0521
45 S -1.5728 4.0407 -0.3605
46 H 1.0384 -1.2067 0.8207
47 H -1.9399 -0.8224 0.2549
48 C 0.4119 -2.7116 -0.8505
49 O 1.4039 3.5609 6.6903
50 H 1.2458 -2.9883 1.1936
51 O -1.8867 2.7232 -0.9950
52 H -0.5445 4.6389 1.7234
53 H 0.1228 4.9441 3.6390
54 H 1.6363 2.8791 3.1744
55 C -3.0876 4.6378 0.4213
56 H 2.3979 1.9043 4.4541
57 H -1.2441 2.9922 1.7810
58 C 2.0474 2.9008 4.1860
59 S -3.9106 1.1622 -4.4642
60 N 3.2119 -1.1845 -1.1302
61 H 2.2818 -7.2303 2.3819
62 C 1.3194 -2.2013 0.3495
63 O 2.1579 1.7683 0.8878